54
Properties=species:S:1:pos:R:3 method="wB97M-V/def2-TZVPD" homo_energy_ev=-6.6547 e_above_lowest_kj_mol=4.2 gap_ev=4.1
C 3.089 3.723 1.709
C 2.942 2.217 1.635
O 1.502 1.966 1.676
C 1.095 0.729 1.345
C -0.379 0.538 1.479
C -1.305 1.639 1.529
C -2.815 1.369 1.576
C -3.423 0.549 2.533
C -4.816 0.418 2.590
C -5.607 1.079 1.643
C -5.017 1.906 0.682
C -3.630 2.076 0.684
O -0.941 2.820 1.548
C -0.862 -0.813 1.216
O -1.972 -1.116 0.772
O 0.042 -1.764 1.479
C -0.493 -3.103 1.346
C 0.710 -4.009 1.365
O 1.885 -0.113 0.923
H 4.142 4.031 1.735
H 2.629 4.201 0.832
H 2.604 4.117 2.613
H 3.358 1.812 0.699
H 3.393 1.716 2.506
H -2.809 0.019 3.258
H -5.278 -0.212 3.356
H -6.687 0.945 1.645
H -5.622 2.422 -0.066
H -3.156 2.756 -0.021
H -1.159 -3.294 2.202
H -1.057 -3.193 0.407
H 0.419 -5.064 1.303
H 1.370 -3.796 0.511
H 1.289 -3.867 2.288
C -1.932 -1.501 -3.554
C -0.990 -2.503 -3.293
C 0.292 -2.160 -2.883
C 0.645 -0.806 -2.696
C 1.976 -0.446 -2.235
S 2.528 1.178 -2.121
C 4.322 0.869 -1.947
C 4.506 -0.509 -1.319
S 3.189 -1.619 -1.917
C -0.305 0.192 -2.990
C -1.586 -0.152 -3.400
H -2.937 -1.771 -3.881
H -1.261 -3.554 -3.420
H 1.034 -2.939 -2.726
H 4.776 0.914 -2.947
H 4.749 1.659 -1.316
H 5.467 -0.955 -1.608
H 4.426 -0.466 -0.223
H -0.023 1.240 -2.912
H -2.320 0.627 -3.613

55
Properties=species:S:1:pos:R:3 method="wB97M-V/def2-TZVPD" homo_energy_ev=-8.5661 smiles="CCOc1ccc(N2C(=O)C[C@H](N3CCC(O)(c4ccc(Br)cc4)CC3)C2=O)cc1" gap_ev=9.2
C 5.494 3.758 -1.912
C 4.190 3.703 -1.133
O 4.248 2.575 -0.280
C 3.190 2.292 0.516
C 2.017 3.038 0.587
C 0.997 2.652 1.438
C 1.132 1.514 2.218
N 0.064 1.089 3.053
C 0.226 0.687 4.374
O 1.271 0.659 4.962
C -1.149 0.351 4.909
C -2.030 0.212 3.666
N -2.260 -1.188 3.356
C -1.111 -1.987 2.977
C -0.713 -1.872 1.501
C -1.914 -2.146 0.579
O -2.211 -3.524 0.721
C -1.514 -1.805 -0.852
C -1.389 -2.803 -1.809
C -1.007 -2.507 -3.105
C -0.742 -1.194 -3.442
Br -0.215 -0.769 -5.225
C -0.847 -0.181 -2.505
C -1.230 -0.491 -1.214
C -3.125 -1.302 1.017
C -3.395 -1.496 2.513
C -1.237 0.982 2.605
O -1.641 1.397 1.547
C 2.300 0.761 2.154
C 3.319 1.153 1.316
H 6.333 3.843 -1.226
H 5.615 2.850 -2.496
H 5.491 4.615 -2.580
H 4.064 4.619 -0.539
H 3.340 3.610 -1.823
H 1.884 3.925 -0.012
H 0.091 3.235 1.486
H -1.130 -0.555 5.513
H -1.478 1.174 5.545
H -3.012 0.676 3.793
H -0.258 -1.730 3.608
H -1.379 -3.029 3.177
H -0.307 -0.887 1.277
H 0.057 -2.614 1.281
H -3.045 -3.706 0.272
H -1.573 -3.832 -1.536
H -0.913 -3.291 -3.841
H -0.629 0.840 -2.778
H -1.302 0.309 -0.493
H -2.941 -0.250 0.813
H -4.004 -1.608 0.442
H -4.245 -0.884 2.823
H -3.642 -2.547 2.700
H 2.407 -0.121 2.765
H 4.234 0.585 1.255

58
Properties=species:S:1:pos:R:3 method="wB97M-V/def2-TZVPD" homo_energy_ev=-10.2849 charge=+1 gap_ev=5.7
Cd 0.703 -1.497 0.438
Se 4.198 -2.594 -1.153
Se 2.110 -1.735 -2.420
C 1.230 -3.356 -1.984
C 1.161 -4.418 -2.864
C 0.474 -5.580 -2.502
C -0.204 -5.632 -1.270
C -0.031 -4.543 -0.403
N 0.624 -3.434 -0.760
C 4.138 -1.503 0.430
C 5.285 -0.701 0.733
C 5.437 -0.262 2.083
C 4.340 -0.294 2.874
C 3.160 -0.843 2.424
N 3.034 -1.540 1.249
H 1.570 -4.282 -3.817
H 0.323 -6.412 -3.158
H -0.736 -6.508 -1.033
H -0.445 -4.663 0.647
H 6.105 -0.609 0.022
H 6.428 0.156 2.443
H 4.337 0.241 3.855
H 2.269 -0.901 3.060
C -0.414 5.333 1.878
C -1.604 5.138 0.918
S -2.405 3.614 1.278
C -1.756 2.589 -0.059
C -0.237 2.567 -0.269
S 0.651 1.849 1.184
C 2.181 2.797 1.314
C 2.132 4.165 2.036
S 1.226 5.463 1.144
H -0.503 4.504 2.611
H -0.522 6.263 2.455
H -1.313 5.135 -0.126
H -2.327 5.925 1.197
H -2.255 2.930 -0.962
H -2.176 1.631 0.049
H 0.131 3.577 -0.405
H 0.002 1.968 -1.209
H 2.623 2.998 0.306
H 2.914 2.097 1.816
H 3.166 4.532 2.068
H 1.694 4.022 3.036
O -0.916 -0.734 -1.153
C -1.851 -1.357 -0.490
O -1.595 -1.958 0.598
C -3.252 -1.295 -0.995
C -4.373 -1.624 -0.242
C -5.662 -1.651 -0.797
C -5.864 -1.267 -2.126
C -4.747 -0.907 -2.893
C -3.451 -0.921 -2.348
H -4.223 -1.986 0.786
H -6.494 -1.883 -0.146
H -6.896 -1.279 -2.499
H -4.841 -0.624 -3.906
H -2.547 -0.702 -2.941

60
Properties=species:S:1:pos:R:3 method="wB97M-V/def2-TZVPD" homo_energy_ev="-7.9212 / -7.9207" e_above_lowest_kj_mol=0.0 charge=+1 gap_ev="4.6 / 4.6"
Cu 3.222 0.466 -1.169
O 4.937 -0.046 -2.115
C 6.025 0.464 -2.417
O 4.488 2.348 -0.688
C 5.571 2.590 -1.199
O 6.189 3.778 -1.069
N 6.389 1.727 -1.963
C 7.555 3.683 -1.584
C 7.646 2.377 -2.328
H 8.254 3.685 -0.736
H 7.750 4.546 -2.229
H 8.496 1.771 -2.004
H 7.706 2.531 -3.412
C 6.986 -0.228 -3.286
C 6.541 -1.082 -4.231
H 8.060 -0.054 -3.135
H 5.471 -1.219 -4.381
H 7.230 -1.637 -4.870
F -0.655 -2.870 3.119
C -1.032 -1.894 2.221
C -0.056 -1.262 1.494
C -0.430 -0.310 0.523
C 0.576 0.269 -0.331
O 1.810 -0.015 -0.099
C 0.139 1.108 -1.413
C -1.195 1.443 -1.492
N -2.143 0.993 -0.606
C -3.486 1.371 -0.764
C -3.875 2.539 -1.610
C -4.097 1.151 -2.112
C -1.792 0.019 0.337
C -2.779 -0.680 1.045
C -2.416 -1.638 2.017
N -3.401 -2.327 2.698
C -4.633 -2.692 2.026
C -5.813 -2.086 2.773
N -5.693 -2.540 4.181
C -4.426 -2.249 4.890
C -3.287 -2.824 4.052
C 1.017 1.634 -2.536
O 0.466 2.369 -3.373
O 2.260 1.278 -2.592
H 0.996 -1.493 1.628
H -1.574 2.085 -2.283
H -4.108 1.233 0.117
H -4.764 3.072 -1.268
H -3.088 3.143 -2.061
H -3.434 0.795 -2.908
H -5.122 0.776 -2.125
H -3.835 -0.489 0.847
H -4.732 -3.796 2.006
H -4.612 -2.335 0.992
H -5.784 -0.994 2.786
H -6.773 -2.424 2.370
H -6.474 -2.169 4.726
H -5.763 -3.557 4.153
H -4.464 -2.704 5.883
H -4.358 -1.163 4.990
H -3.363 -3.928 4.034
H -2.325 -2.541 4.481

53
Properties=species:S:1:pos:R:3 method="wB97M-V/def2-TZVPD" multiplicity=6 homo_energy_ev="-7.2615 / -7.2901" e_above_lowest_kj_mol=0.0 gap_ev="7.1 / 7.2"
C 2.286 0.151 1.469
C 2.434 -0.493 0.204
C 2.275 0.493 -0.822
H 2.706 -1.537 0.041
C 2.058 1.750 -0.184
C 2.071 1.540 1.233
H 1.959 2.716 -0.677
C -1.374 -1.885 1.469
C -0.214 -2.397 0.824
C -0.388 -2.257 -0.581
H 0.627 -2.905 1.301
C -1.676 -1.667 -0.806
C -2.277 -1.442 0.467
H 2.416 0.351 -1.894
H 1.962 2.329 1.979
H 2.373 -0.321 2.453
H -3.281 -1.045 0.595
H 0.285 -2.620 -1.362
H -1.565 -1.881 2.538
Dy -0.017 0.201 0.326
C -2.419 -1.527 -2.117
C -3.811 -2.170 -1.997
C -1.651 -2.193 -3.262
H -3.742 -3.204 -1.639
H -4.299 -2.179 -2.979
H -4.458 -1.607 -1.311
H -1.599 -3.277 -3.081
H -0.631 -1.803 -3.375
H -2.191 -2.034 -4.205
C -2.670 -0.018 -2.433
C -1.454 0.853 -2.546
H -3.317 0.407 -1.648
H -3.217 0.032 -3.391
O -0.696 1.085 -1.544
N -1.233 1.437 -3.711
C -0.214 2.494 -3.955
H -1.898 1.238 -4.458
C 1.145 1.954 -4.333
C 2.288 2.627 -3.884
H 2.159 3.545 -3.308
C 3.556 2.131 -4.171
H 4.436 2.653 -3.794
C 3.691 0.986 -4.960
H 4.686 0.613 -5.201
C 2.557 0.343 -5.463
H 2.660 -0.534 -6.105
C 1.279 0.840 -5.167
H 0.390 0.366 -5.589
H -0.159 3.136 -3.069
H -0.606 3.101 -4.785
Se -0.133 0.164 5.211
C -0.475 0.605 3.555
N -0.631 0.858 2.396

68
Properties=species:S:1:pos:R:3 method="wB97M-V/def2-TZVPD" multiplicity=6 homo_energy_ev="-12.2191 / -13.2272" e_above_lowest_kj_mol=218.8 charge=+2 gap_ev="6.4 / 3.0"
Ir 9.000 16.644 6.691
I 6.859 18.256 5.476
C 4.989 17.116 5.345
I 3.976 16.796 7.137
H 5.324 16.154 4.957
H 4.325 17.600 4.605
C 8.606 19.363 11.480
C 8.375 19.104 9.951
O 9.584 18.648 9.277
P 9.890 17.107 8.977
O 11.428 16.920 8.863
C 12.269 17.490 10.037
C 13.343 16.551 10.423
O 9.262 16.401 10.238
C 9.285 14.923 10.541
C 8.211 14.667 11.608
H 7.783 19.798 12.046
H 9.408 20.145 11.506
H 8.899 18.489 12.049
H 8.198 20.061 9.437
H 7.492 18.405 9.713
H 11.533 17.719 10.867
H 12.607 18.408 9.565
H 12.828 15.659 10.862
H 13.786 17.052 11.297
H 14.044 16.251 9.623
H 10.344 14.710 10.814
H 9.068 14.428 9.630
H 8.132 15.439 12.340
H 8.472 13.770 12.180
H 7.206 14.573 11.144
N 11.657 17.662 5.587
C 12.283 18.188 4.489
C 11.324 18.302 3.511
C 10.152 17.765 4.105
N 10.385 17.392 5.343
H 12.095 17.446 6.511
H 13.335 18.343 4.478
H 11.446 18.750 2.519
H 9.132 17.789 3.713
F 10.766 27.199 5.287
C 10.540 25.980 5.705
C 11.602 25.133 6.158
F 12.882 25.493 6.123
C 11.390 23.846 6.506
F 12.436 23.083 6.754
C 10.089 23.321 6.481
Se 9.803 21.558 6.996
C 9.086 24.138 6.023
F 7.826 23.687 5.892
C 9.267 25.480 5.728
F 8.157 26.125 5.345
O 12.442 14.295 8.434
S 12.230 14.079 7.038
O 13.093 14.599 6.011
N 10.660 14.764 6.656
C 9.808 13.827 6.602
S 8.157 14.402 6.361
C 10.323 12.416 6.663
C 9.679 11.202 6.698
C 10.430 10.041 6.814
C 11.778 10.084 6.954
C 12.461 11.322 6.975
C 11.710 12.445 6.849
H 8.605 11.143 6.605
H 9.913 9.095 6.746
H 12.399 9.179 7.003
H 13.554 11.356 7.119

For reference, max |F| by record: 1.8, 0.7, 2.8, 3.7, 2.9, 3.6 eV/Å.
For reference, electronic energy by record: -56146.512, -105470.606, -199088.591, -89851.787, -118715.183, -167877.706 eV.